Entry 1:
ORCA calculation (ωB97M-V/def2-TZVPD) on a molecular structure, H5NP4 in a non-equilibrium geometry.

Results
- calculated total energy (eV) = -38720.153
- HOMO-LUMO gap (alpha / beta) (Eh) = 0.2117 / 0.2085
- F_max (eV/A) = 3.1
- charge = 0

Each line ends with the Löwdin charge.
Geometry (Å):
N: 0.062 -1.223 -0.301  -0.79
P: 3.918 0.500 0.278  0.23
P: 1.503 -0.504 -0.363  0.38
P: -1.721 1.161 0.071  0.42
P: -1.061 -0.862 0.840  0.37
H: 2.096 -1.311 -1.372  -0.07
H: 1.432 0.869 -1.057  -0.06
H: -1.284 2.080 1.039  -0.20
H: -2.822 0.868 0.868  -0.21
H: -2.122 -1.578 -0.002  -0.06

Entry 2:
ORCA calculation (ωB97M-V/def2-TZVPD) on C7H6O4S in the gas phase in a non-equilibrium geometry.

Results
- calculated total energy (eV) = -26371.184
- HOMO-LUMO gap (alpha / beta) (Eh) = 0.2359 / 0.2746
- 2S+1 = 3
- F_max (eV/A) = 7.3
- charge = 0

Each line ends with the Löwdin charge.
Geometry (Å):
C: -0.048 1.487 -1.325  0.00
C: 0.947 0.778 -0.857  -0.22
C: -0.656 1.846 0.036  -0.16
C: 0.633 1.024 0.637  -0.15
C: -1.544 0.734 0.631  -0.01
C: -0.330 0.089 1.190  -0.28
C: -0.150 -0.876 2.096  0.13
O: 1.392 -1.047 -2.680  -0.30
O: 2.585 -1.229 -0.466  -0.26
O: 0.244 2.305 0.953  0.15
O: 0.195 -1.830 -0.652  -0.21
S: 1.429 -0.899 -1.233  0.65
H: -0.362 1.667 -2.333  0.12
H: -2.519 1.043 0.965  0.12
H: -1.822 -0.016 -0.156  0.15
H: -0.946 -1.500 2.357  0.07
H: 0.840 -1.149 2.313  0.07
H: 0.113 -2.429 -1.476  0.13

Entry 3:
ORCA calculation (ωB97M-V/def2-TZVPD) on a molecular structure, C33H29AsN6O3PdS2 in a non-equilibrium geometry.

Results
- calculated total energy (eV) = -135763.948
- HOMO-LUMO gap (Eh) = 0.2917
- F_max (eV/A) = 1.3
- charge = 0

Each line ends with the Löwdin charge.
Geometry (Å):
Pd: 0.125 -2.359 -0.400  0.73
N: -4.096 0.636 -7.608  0.09
C: -3.585 0.464 -6.330  -0.32
C: -2.605 1.330 -5.840  -0.03
C: -2.123 1.186 -4.555  -0.07
C: -2.626 0.184 -3.743  -0.32
C: -3.608 -0.676 -4.207  -0.05
C: -4.086 -0.539 -5.497  -0.03
S: -2.031 -0.006 -2.105  0.59
O: -1.283 1.187 -1.782  -0.32
O: -3.157 -0.336 -1.266  -0.33
N: -1.057 -1.306 -2.036  -0.14
C: -0.019 -1.524 -2.861  -0.48
N: 0.869 -2.357 -2.264  -0.04
C: 2.003 -2.666 -2.871  -0.10
C: 2.256 -2.201 -4.146  -0.05
C: 1.286 -1.366 -4.697  -0.11
N: 0.172 -1.013 -4.080  0.16
H: -3.499 1.126 -8.253  0.09
H: -4.526 -0.177 -8.017  0.09
H: -2.225 2.119 -6.476  0.11
H: -1.357 1.843 -4.169  0.11
H: -4.001 -1.441 -3.553  0.12
H: -4.860 -1.201 -5.863  0.11
H: 2.695 -3.294 -2.323  0.11
H: 3.160 -2.455 -4.675  0.10
H: 1.424 -0.951 -5.690  0.11
O: 1.330 -0.142 -0.196  -0.51
As: 1.202 0.954 1.026  1.18
C: 2.634 0.618 2.269  -0.31
C: 3.018 -0.711 2.426  -0.09
C: 4.015 -1.033 3.334  -0.07
C: 4.635 -0.034 4.070  -0.08
C: 4.264 1.293 3.900  -0.08
C: 3.261 1.622 2.998  -0.11
C: -0.401 0.971 2.109  -0.29
C: -0.293 1.297 3.459  -0.09
C: -1.434 1.410 4.238  -0.08
C: -2.688 1.217 3.671  -0.08
C: -2.795 0.898 2.326  -0.07
C: -1.653 0.767 1.547  -0.10
C: 1.422 2.766 0.439  -0.30
C: 2.652 3.143 -0.091  -0.10
C: 2.834 4.435 -0.557  -0.08
C: 1.786 5.344 -0.503  -0.08
C: 0.557 4.964 0.014  -0.07
C: 0.370 3.671 0.486  -0.08
H: 2.548 -1.485 1.825  0.06
H: 4.311 -2.066 3.460  0.11
H: 5.416 -0.287 4.774  0.10
H: 4.757 2.072 4.466  0.10
H: 2.978 2.660 2.858  0.11
H: 0.679 1.452 3.913  0.10
H: -1.344 1.657 5.288  0.10
H: -3.578 1.322 4.277  0.10
H: -3.764 0.756 1.865  0.11
H: -1.752 0.527 0.499  0.06
H: 3.466 2.426 -0.141  0.11
H: 3.790 4.732 -0.967  0.10
H: 1.927 6.352 -0.870  0.10
H: -0.262 5.671 0.043  0.10
H: -0.594 3.368 0.873  0.10
C: -0.103 -4.307 5.407  -0.03
C: -0.353 -3.837 4.009  -0.32
C: -1.479 -3.090 3.681  -0.01
C: -1.607 -2.674 2.375  -0.09
N: -0.702 -3.002 1.455  -0.07
C: 0.378 -3.706 1.863  -0.81
S: 1.502 -3.874 0.553  0.63
N: 0.574 -4.140 3.102  0.12
H: -1.023 -4.351 5.986  0.08
H: 0.580 -3.613 5.900  0.09
H: 0.375 -5.284 5.390  0.08
H: -2.227 -2.839 4.418  0.11
H: -2.454 -2.096 2.041  0.12

Entry 4:
ORCA calculation (ωB97M-V/def2-TZVPD) on a molecular structure, C38H48BrIrN2O2P2 in a non-equilibrium geometry.

Results
- calculated total energy (eV) = -138720.584
- HOMO-LUMO gap (alpha / beta) (Eh) = 0.2515 / 0.2517
- F_max (eV/A) = 2.1
- charge = 0

Each line ends with the Löwdin charge.
Geometry (Å):
Ir: -0.052 -0.488 -0.557  1.20
C: 0.923 -0.407 4.847  -0.13
C: -0.413 0.221 4.425  -0.53
C: -1.452 0.046 5.531  -0.11
P: -0.841 -0.376 2.694  1.11
C: -2.169 -1.695 2.839  -0.55
C: -1.547 -2.901 3.560  -0.12
C: -3.572 -1.412 3.380  -0.11
C: -1.669 1.158 2.045  -0.32
C: -2.809 1.755 2.607  -0.07
C: -3.394 2.893 2.076  -0.27
C: -4.626 3.508 2.697  -0.05
C: -2.803 3.468 0.950  -0.03
C: -1.640 2.953 0.417  -0.03
C: -1.043 1.811 0.962  -0.36
N: 0.170 1.305 0.459  -0.17
C: 1.304 2.096 0.359  -0.31
C: 1.435 3.372 0.936  -0.01
C: 2.618 4.085 0.832  -0.04
C: 3.737 3.565 0.188  -0.28
C: 5.031 4.339 0.075  -0.05
C: 3.621 2.283 -0.329  -0.05
C: 2.432 1.561 -0.258  -0.30
P: 2.268 -0.114 -0.908  1.02
C: 2.932 -0.099 -2.627  -0.50
C: 4.457 -0.086 -2.755  -0.10
C: 2.313 1.047 -3.439  -0.10
C: 3.476 -1.034 0.126  -0.52
C: 3.055 -0.908 1.594  -0.12
C: 3.550 -2.493 -0.337  -0.10
H: 1.282 0.045 5.777  0.08
H: 1.687 -0.258 4.080  0.05
H: 0.816 -1.485 5.012  0.07
H: -0.248 1.290 4.274  0.10
H: -1.659 -1.010 5.719  0.06
H: -2.394 0.547 5.304  0.06
H: -1.066 0.476 6.462  0.08
H: -2.269 -1.973 1.788  0.07
H: -1.627 -2.796 4.644  0.06
H: -0.490 -3.020 3.306  0.06
H: -2.059 -3.822 3.272  0.08
H: -3.580 -1.337 4.468  0.07
H: -4.230 -2.246 3.107  0.09
H: -4.012 -0.506 2.968  0.05
H: -3.253 1.325 3.493  0.09
H: -5.030 2.876 3.489  0.07
H: -5.408 3.658 1.949  0.08
H: -4.395 4.485 3.131  0.08
H: -3.250 4.356 0.511  0.12
H: -1.174 3.425 -0.442  0.13
H: 0.596 3.798 1.471  0.11
H: 2.674 5.077 1.273  0.11
H: 4.864 5.408 0.216  0.07
H: 5.490 4.193 -0.905  0.08
H: 5.755 4.011 0.827  0.08
H: 4.498 1.832 -0.786  0.10
H: 2.556 -1.042 -3.036  0.11
H: 4.858 0.916 -2.594  0.07
H: 4.712 -0.377 -3.776  0.09
H: 4.960 -0.778 -2.076  0.06
H: 2.615 2.015 -3.029  0.08
H: 1.231 0.989 -3.448  0.05
H: 2.663 0.988 -4.472  0.09
H: 4.451 -0.560 -0.001  0.10
H: 2.000 -1.159 1.726  0.01
H: 3.192 0.113 1.956  0.08
H: 3.652 -1.578 2.218  0.09
H: 2.565 -2.955 -0.336  0.04
H: 4.205 -3.071 0.321  0.09
H: 3.946 -2.571 -1.355  0.07
O: -1.546 0.160 -4.390  0.08
C: -1.364 -0.060 -3.209  -0.58
O: -0.227 -0.294 -2.641  -0.19
C: -2.542 -0.066 -2.276  -0.19
C: -3.830 -0.015 -2.773  0.02
C: -4.891 -0.056 -1.886  -0.03
C: -4.621 -0.148 -0.529  -0.02
C: -3.304 -0.189 -0.115  -0.10
N: -2.277 -0.142 -0.974  0.04
H: -3.958 0.058 -3.844  0.13
H: -5.915 -0.024 -2.242  0.11
H: -5.417 -0.182 0.204  0.11
H: -3.059 -0.247 0.929  0.06
Br: -0.454 -7.223 -0.697  0.70
C: -0.388 -5.327 -0.583  -0.71
C: 0.450 -4.730 0.342  -0.14
C: 0.487 -3.342 0.423  -0.18
C: -0.299 -2.534 -0.390  -0.32
C: -1.133 -3.177 -1.308  -0.12
C: -1.188 -4.565 -1.412  -0.13
H: 1.071 -5.335 0.990  0.10
H: 1.145 -2.894 1.159  0.07
H: -1.768 -2.599 -1.970  0.08
H: -1.840 -5.040 -2.135  0.10